# 1
DFT (the ωB97M-V functional and the def2-TZVPD basis) results for C4H6ClNOS in the gas phase at a distorted geometry.

```
14
Properties=species:S:1:pos:R:3:mulliken_charge:R:1
S 2.5604 -0.7105 -1.8623 -0.26
C 2.3811 -0.8571 -0.2410 -0.12
N 1.2854 -0.6104 0.6092 -0.31
O 0.3288 0.3628 0.3373 -0.16
C -0.7841 -0.1097 -0.3935 0.10
C -1.7693 -1.0367 0.2789 -0.66
C -2.0759 0.4467 0.0429 -0.09
Cl -2.1536 1.5561 1.3979 -0.20
H 3.1650 -1.3800 0.3864 0.28
H 1.5472 -0.3557 1.5635 0.28
H -0.5845 -0.2525 -1.4279 0.33
H -1.5354 -1.2979 1.3501 0.23
H -2.3195 -1.8712 -0.2225 0.23
H -2.7683 0.7827 -0.7046 0.35
```

As for the maximum force: 0.027 hartree/bohr. Its molecular weight is 151.6 g mol⁻¹. Its total charge is 0. As for the energy relative to the best compared isomer or geometry (same formula, charge and spin): 3.769 eV. The calculation puts the calculated total energy at -1144.26990 a.u. The SMILES is S=CNO[C@H]1C[C@H]1Cl.

# 2
DFT (the ωB97M-V functional and the def2-TZVPD basis) results for a 2-piece molecular cluster, C4H6ClNOS overall at a distorted geometry.

```
14
Properties=species:S:1:pos:R:3:mulliken_charge:R:1
C 0.4065 -0.0920 2.3028 0.12
C 0.6741 0.3805 -0.8752 -0.74
C 0.1437 -1.0963 -1.1658 -0.38
C -1.0724 0.3388 0.5775 -0.29
N -0.3526 1.1697 -0.2040 -0.12
O 1.4472 0.4437 2.3283 -0.34
S -1.2810 -1.3044 -0.0190 -0.14
Cl -1.2877 1.8595 -1.5619 -0.15
H -0.0165 -0.8950 2.8524 0.36
H 1.5561 0.3996 -0.2926 0.29
H 1.1299 0.8712 -1.8503 0.34
H -0.2046 -1.0028 -2.2428 0.34
H 0.9003 -1.7803 -0.8728 0.37
H -2.0429 0.7078 1.0234 0.33
```

As for the maximum force: 0.086 hartree/bohr. Its molecular weight is 151.6 g mol⁻¹. Its total charge is 0. As for the energy relative to the best compared isomer or geometry (same formula, charge and spin): 4.806 eV. The calculation puts the calculated total energy at -1144.23179 a.u.

# 3
DFT (the ωB97M-V functional and the def2-TZVPD basis) results for C4H6CuO as an isolated structure at a distorted geometry.

```
12
Properties=species:S:1:pos:R:3:mulliken_charge:R:1
O 1.4527 1.8713 0.8778 -0.60
C 0.4302 1.2603 0.6272 0.07
C 0.3899 0.0943 -0.3096 -0.06
C -0.8328 -0.7568 -0.1585 -0.12
C -1.1824 -1.7135 -1.0204 -0.80
H -0.4595 1.4264 1.2694 0.37
H 0.4059 0.5477 -1.3198 0.30
H -1.4488 -0.5712 0.7273 0.17
H -0.6575 -1.8451 -1.9703 0.26
H -2.0804 -2.3135 -0.8612 0.27
Cu 2.6214 2.4749 2.3438 0.83
H 1.3612 -0.4747 -0.2058 0.32
```

As for the maximum force: 0.036 hartree/bohr. Its molecular weight is 133.6 g mol⁻¹. Its total charge is +1. As for the energy relative to the best compared isomer or geometry (same formula, charge and spin): 0.189 eV. The calculation puts the calculated total energy at -1871.39569 a.u.

# 4
DFT (the ωB97M-V functional and the def2-TZVPD basis) results for C4H6ErO3 as an isolated structure at a distorted geometry.

```
14
Properties=species:S:1:pos:R:3:mulliken_charge:R:1
C 1.8923 0.2458 0.1757 -0.27
C 2.1940 0.1866 1.3495 -0.19
H 1.5691 0.4813 -0.8286 0.45
H 2.7857 0.0709 2.2480 0.43
H 0.4897 -0.2573 1.1425 0.28
Er -3.3658 -0.2314 1.3912 2.00
O -2.0656 -2.0370 2.4145 -0.58
C -0.9979 -1.7299 1.8542 1.24
O -0.8984 -0.5255 1.3733 -0.46
O 0.1328 -2.3521 2.0084 -0.22
C 0.2376 -3.4049 2.9929 -0.63
H 1.2796 -3.7294 2.9520 0.25
H 0.0016 -3.0035 3.9830 0.36
H -0.4468 -4.2137 2.7203 0.33
```

As for the maximum force: 0.087 hartree/bohr. Its molecular weight is 269.3 g mol⁻¹. Its total charge is +3. As for the energy relative to the best compared isomer or geometry (same formula, charge and spin): 0.106 eV. The calculation puts the calculated total energy at -1395.39077 a.u. The spin multiplicity is 4.

# 5
DFT (the ωB97M-V functional and the def2-TZVPD basis) results for C4H6F2N5S as an isolated structure at a distorted geometry.

```
18
Properties=species:S:1:pos:R:3:mulliken_charge:R:1
C 2.0526 0.2362 0.1451 0.58
C -1.1402 -0.5496 -0.5006 0.09
C -0.1674 1.5293 0.5459 0.17
C -2.5038 -0.7614 0.2202 0.16
N -1.2957 0.6865 -1.2501 -0.26
N -0.8970 1.6244 -0.6044 -0.12
N -0.1659 -0.3954 0.5174 -0.43
N 1.0825 -0.6585 0.1671 -0.24
N 3.3182 -0.0476 -0.1212 -0.38
F -3.5126 -0.2518 -0.4366 -0.24
F -2.4011 -0.1626 1.3789 -0.23
S 1.5566 1.9957 0.1499 -0.10
H -0.9474 -1.2714 -1.3206 0.49
H -0.7447 1.8234 1.4278 0.45
H -2.9424 -1.8131 0.3766 0.28
H 1.3391 -1.6872 0.1946 0.32
H 3.5308 -0.9773 -0.3194 0.21
H 3.8384 0.6803 -0.5705 0.24
```

As for the maximum force: 0.086 hartree/bohr. Its molecular weight is 194.2 g mol⁻¹. Its total charge is +1. As for the energy relative to the best compared isomer or geometry (same formula, charge and spin): 0.000 eV. The calculation puts the calculated total energy at -1027.32028 a.u.

# 6
DFT (the ωB97M-V functional and the def2-TZVPD basis) results for C4H6F2O in the gas phase at a distorted geometry.

```
13
Properties=species:S:1:pos:R:3:mulliken_charge:R:1
C -0.9941 0.6812 -1.6654 -1.00
C -0.0699 0.6739 -0.4241 0.38
O 0.6055 1.6142 -0.1124 -0.51
C 0.0134 -0.6499 0.3622 1.16
C 1.3649 -1.0792 0.7637 -1.46
F -0.6682 -0.3984 1.5787 -0.32
F -0.6469 -1.6447 -0.1856 -0.31
H -1.9523 -0.0141 -1.4968 0.29
H -0.4912 0.2067 -2.4599 0.30
H -1.1566 1.7167 -1.9501 0.34
H 1.9947 -0.2381 0.7991 0.38
H 1.2444 -1.6174 1.6377 0.38
H 1.7850 -1.7803 0.0396 0.36
```

As for the maximum force: 0.057 hartree/bohr. Its molecular weight is 108.1 g mol⁻¹. Its total charge is 0. As for the energy relative to the best compared isomer or geometry (same formula, charge and spin): 0.338 eV. The calculation puts the calculated total energy at -430.97143 a.u. The SMILES is CC(=O)C(C)(F)F.

# 7
DFT (the ωB97M-V functional and the def2-TZVPD basis) results for a 2-piece molecular cluster, C4H6F2O overall at a distorted geometry.

```
13
Properties=species:S:1:pos:R:3:mulliken_charge:R:1
C 0.1061 0.4403 0.0588 0.82
C 1.4483 0.3757 0.7214 -0.56
C -0.2542 -0.8417 -0.8187 -0.71
C -1.0443 -0.4257 0.4141 0.02
H -1.4672 1.2004 -1.4484 0.36
H 1.2567 -0.2146 1.8674 0.24
H 1.8739 1.5106 1.0504 0.29
H 0.3677 -1.6642 -0.8195 0.28
H -1.0307 -0.8609 -1.6563 0.16
H -0.9997 -1.1175 1.2413 0.34
O -0.2224 1.6788 -0.5212 -0.68
F 2.3163 -0.2025 -0.3418 -0.27
F -2.3505 0.1213 0.2526 -0.30
```

As for the maximum force: 0.104 hartree/bohr. Its molecular weight is 108.1 g mol⁻¹. Its total charge is 0. As for the energy relative to the best compared isomer or geometry (same formula, charge and spin): 6.754 eV. The calculation puts the calculated total energy at -430.73565 a.u.

# 8
DFT (the ωB97M-V functional and the def2-TZVPD basis) results for a 2-piece molecular cluster, C4H6F2O2 overall at a distorted geometry.

```
14
Properties=species:S:1:pos:R:3:mulliken_charge:R:1
C 1.0082 0.1972 0.0850 0.40
C -2.4632 1.3421 -0.1114 -0.80
C 2.7475 -1.2035 -0.3146 -0.68
C -1.8283 -0.0095 0.3842 0.49
O 1.5667 1.1900 0.4028 -0.43
O 1.3501 -1.0080 -0.1160 -0.19
F -1.9802 -1.0928 -0.3581 -0.24
F -1.9569 -0.4283 1.6397 -0.26
H -3.5746 1.2818 -0.1670 0.32
H -2.2135 1.9988 0.7741 0.27
H -1.8810 1.5784 -1.0248 0.26
H 3.1887 -1.1892 0.7534 0.27
H 3.2919 -0.5726 -1.0455 0.31
H 2.7447 -2.0844 -0.9018 0.27
```

As for the maximum force: 0.070 hartree/bohr. Its molecular weight is 124.1 g mol⁻¹. Its total charge is 0. As for the energy relative to the best compared isomer or geometry (same formula, charge and spin): 4.217 eV. The calculation puts the calculated total energy at -506.07229 a.u.